# C23H13N4O6Se3TeW

A structure of composition C23H13N4O6Se3TeW (wB97M-V/def2-TZVPD, the Open Molecules 2025 dataset).

Calculated values
Energy relative to the best compared isomer or geometry (same formula, charge and spin), kcal per mole: 0.00
Kohn-Sham gap, eV: 4.85
Total energy, a.u.: -9094.04877
Charge: +1
HOMO energy, eV: -10.43

Each line ends with the Mulliken charge.
Element x y z (Å)
W -0.1110 1.0319 0.3491  0.266
O 5.2531 -3.6190 0.6656  -0.700
C 4.7551 -3.2377 -0.4006  0.385
O 5.0397 -3.4043 -1.5926  -0.701
C 3.4967 -2.3504 -0.1941  -1.018
C 2.7889 -1.8556 -1.2816  -0.993
C 1.7297 -1.0046 -1.0753  1.040
N 1.3421 -0.6301 0.1654  1.012
C 1.9224 -1.2276 1.2197  1.058
C 3.0234 -2.0519 1.0681  -1.066
C 1.2653 -1.0208 2.5158  0.600
C 1.5848 -1.8160 3.6054  -1.265
C 0.9167 -1.6347 4.8026  -0.521
C -0.0607 -0.6599 4.8586  -1.125
C -0.3342 0.0828 3.7241  -0.079
N 0.3059 -0.0805 2.5627  0.831
C 0.9526 -0.4384 -2.1792  0.934
C 1.1479 -0.8372 -3.4955  -1.140
C 0.4192 -0.2414 -4.5031  -0.589
C -0.4834 0.7567 -4.1689  -1.052
C -0.6362 1.0995 -2.8453  -0.082
N 0.0460 0.5057 -1.8521  0.650
H 3.1432 -2.1562 -2.2585  0.718
H 3.5542 -2.4932 1.9007  0.702
H 2.3357 -2.5842 3.5111  0.457
H 1.1514 -2.2498 5.6602  0.482
H -0.6237 -0.4623 5.7591  0.442
H -1.1032 0.8365 3.7570  0.432
H 1.8690 -1.6072 -3.7195  0.500
H 0.5614 -0.5405 -5.5324  0.488
H -1.0645 1.2723 -4.9192  0.506
H -1.3189 1.8855 -2.5823  0.407
O -1.6890 4.5801 -1.0195  -0.567
C -1.5479 3.4239 -0.7673  -0.162
O -0.3730 2.8277 -0.5322  -0.250
C -2.6491 2.4118 -0.7640  1.068
C -3.9505 2.6051 -1.1706  -0.811
C -4.8156 1.5135 -1.1404  -0.499
C -4.3482 0.2762 -0.7166  -0.797
C -3.0263 0.1786 -0.3232  0.465
N -2.2135 1.2233 -0.3547  0.129
C -2.3328 -1.0435 0.1790  0.192
O -2.8360 -2.1199 0.2822  -0.597
O -1.0803 -0.7466 0.5146  -0.498
H -4.2587 3.5894 -1.4949  0.602
H -5.8460 1.6291 -1.4480  0.492
H -4.9696 -0.6077 -0.6778  0.573
Se 2.2389 2.0832 -0.4653  0.125
Se 1.9090 2.2456 1.7647  0.122
Te 0.3778 4.1560 2.4978  0.027
Se -1.4576 2.5067 2.1114  -0.192

# C23H14Cl4N2O4S6W

A structure of composition C23H14Cl4N2O4S6W (wB97M-V/def2-TZVPD, the Open Molecules 2025 dataset).

Calculated values
Energy relative to the best compared isomer or geometry (same formula, charge and spin), kcal per mole: 43.09
Kohn-Sham gap (spin up / spin down), eV: 4.60 / 4.60
Total energy, a.u.: -5592.43856
Charge: -2
HOMO energy (spin up / spin down), eV: -0.58 / -0.58

Each line ends with the natural charge from an NBO analysis.
Element x y z (Å)
W 0.2332 0.9134 -0.2626  1.117
O -0.1551 -0.0392 1.4809  -0.553
N -0.2574 -1.3928 1.3360  -0.030
C -1.2356 -2.0717 2.0341  0.069
C -1.1393 -3.4129 2.2392  -0.318
C -0.0113 -4.1268 1.7982  -0.166
C 0.9939 -3.4185 1.1207  -0.262
C 0.8811 -2.0727 0.8907  0.040
S 2.0530 -1.0983 0.0838  0.002
H -2.0683 -1.4675 2.3593  0.239
H -1.9448 -3.9241 2.7465  0.215
H 0.0905 -5.1839 1.9866  0.206
H 1.8882 -3.9048 0.7660  0.229
O 1.5615 3.1909 -6.9939  -0.630
C 1.3645 2.8600 -5.8490  0.182
S -0.2077 2.9778 -5.0384  0.289
C 0.3117 2.4065 -3.4557  -0.410
C 1.5998 2.0141 -3.3468  -0.417
S 2.3238 1.4418 -1.8810  -0.152
S 2.5920 2.1541 -4.7978  0.292
S -0.8126 2.4302 -2.1352  -0.177
Cl -6.5770 1.4292 1.2011  -0.015
C -4.8896 1.7443 1.0230  -0.115
C -4.3379 2.9006 1.5454  -0.117
Cl -5.3454 4.0692 2.3088  -0.009
C -2.9628 3.1181 1.4539  -0.152
Cl -2.2485 4.5398 2.1110  0.010
C -2.1378 2.1940 0.8220  0.333
O -0.8493 2.3236 0.6883  -0.701
C -2.7103 1.0159 0.2336  0.274
O -1.8875 0.2286 -0.3926  -0.726
C -4.0807 0.8165 0.3637  -0.146
Cl -4.7820 -0.6010 -0.3263  -0.026
C -2.2656 -2.7412 -2.5261  -0.597
C -1.2694 -1.9336 -3.3685  -0.500
C -0.4890 -1.0744 -2.5195  0.400
N 0.0664 -0.4439 -1.6978  -0.382
H -2.9637 -3.2804 -3.1650  0.194
H -2.8210 -2.0655 -1.8815  0.251
H -1.7362 -3.4502 -1.8953  0.204
H -1.8103 -1.3043 -4.0836  0.247
H -0.6040 -2.5921 -3.9345  0.235
S 1.8097 2.3162 1.1948  -0.136
C 3.0793 1.2984 1.8663  -0.152
C 2.7739 0.2430 2.7241  -0.230
C 3.7835 -0.5159 3.2803  -0.217
C 5.1104 -0.2186 3.0113  -0.267
C 5.4173 0.8269 2.1563  -0.244
C 4.4125 1.5789 1.5823  -0.185
H 1.7339 0.0238 2.9286  0.227
H 3.5311 -1.3498 3.9228  0.188
H 5.8992 -0.8016 3.4649  0.185
H 6.4510 1.0525 1.9296  0.189
H 4.6379 2.3798 0.8961  0.213

# C23H15Cl2N4O2Ta

A structure of composition C23H15Cl2N4O2Ta (wB97M-V/def2-TZVPD, the Open Molecules 2025 dataset).

Calculated values
Energy relative to the best compared isomer or geometry (same formula, charge and spin), kcal per mole: 10.93
Kohn-Sham gap, eV: 5.33
Total energy, a.u.: -2231.87798
Charge: +2
HOMO energy, eV: -13.74

Each line ends with the natural charge from an NBO analysis.
Element x y z (Å)
Ta 0.1240 -0.1873 0.3533  2.336
Cl -3.9571 -2.2105 -4.9159  0.101
C -2.8500 -1.3047 -3.9683  -0.048
C -2.6728 -1.6687 -2.6419  -0.223
C -1.7795 -0.9466 -1.8683  0.163
N -1.4339 -1.1774 -0.4844  -0.761
C -2.3184 -1.9502 0.3178  0.657
O -3.3221 -2.4835 -0.0384  -0.460
C -1.8778 -1.9995 1.7451  0.148
C -2.5705 -2.6909 2.7046  -0.173
C -2.0565 -2.7035 3.9964  -0.060
C -0.8763 -2.0248 4.2775  -0.214
C -0.2455 -1.3335 3.2700  0.076
N -0.7493 -1.3106 2.0127  -0.603
C -1.0481 0.0821 -2.4177  0.077
C -1.2338 0.4693 -3.7336  -0.216
C -2.1495 -0.2280 -4.5064  -0.043
Cl -2.3743 0.2633 -6.1352  0.100
N -0.1380 0.6460 -1.4665  -0.730
C 0.6336 1.7892 -1.8127  0.663
O 0.8980 2.1587 -2.9144  -0.459
C 1.0327 2.5552 -0.5928  0.136
C 1.3654 3.8843 -0.6508  -0.175
C 1.6456 4.5324 0.5476  -0.073
C 1.5841 3.8239 1.7414  -0.217
C 1.2251 2.4937 1.7175  0.083
N 0.9347 1.8679 0.5600  -0.587
H -3.2408 -2.4940 -2.2502  0.275
H -3.4791 -3.2081 2.4262  0.286
H -2.5715 -3.2435 4.7809  0.266
H -0.4484 -2.0276 5.2700  0.269
H 0.6655 -0.7803 3.4498  0.225
H -0.6787 1.2743 -4.1819  0.275
H 1.4042 4.3795 -1.6114  0.282
H 1.9056 5.5833 0.5521  0.265
H 1.8012 4.2978 2.6886  0.267
H 1.1750 1.9088 2.6272  0.221
C 2.3868 -0.8739 -1.0055  -0.158
C 3.2853 0.1133 -0.6782  -0.234
C 3.4038 0.1640 0.7376  -0.106
C 2.5638 -0.7661 1.3114  -0.341
C 1.8734 -1.4643 0.2309  -0.628
H 2.0823 -1.1879 -1.9934  0.266
H 3.8281 0.7344 -1.3771  0.263
H 4.0762 0.8189 1.2765  0.251
H 2.5357 -1.0502 2.3525  0.253
H 1.6418 -2.5247 0.2972  0.310

# C23H16Br2ClMnN6O4S

A structure of composition C23H16Br2ClMnN6O4S (wB97M-V/def2-TZVPD, the Open Molecules 2025 dataset).

Calculated values
Energy relative to the best compared isomer or geometry (same formula, charge and spin), kcal per mole: 7.50
Kohn-Sham gap (spin up / spin down), eV: 7.62 / 7.64
Multiplicity: 6
Total energy, a.u.: -8673.17480
Charge: -1
HOMO energy (spin up / spin down), eV: -5.35 / -5.43

Each line ends with the natural charge from an NBO analysis.
Element x y z (Å)
Mn -0.4351 -0.3486 0.5736  1.522
Br 0.5629 4.7146 -0.1023  0.031
C 1.7835 3.2659 -0.1364  -0.195
C 3.1456 3.5564 -0.2972  -0.206
C 4.0784 2.5617 -0.3035  -0.148
Br 5.9130 3.0117 -0.5216  0.020
C 3.6843 1.2103 -0.1386  -0.034
C 4.5645 0.1062 -0.1068  -0.145
C 4.0746 -1.1556 0.0726  -0.256
C 2.6868 -1.3320 0.2164  0.073
N 1.8449 -0.3260 0.1771  -0.496
C 2.3099 0.9373 0.0116  0.085
C 1.2913 1.9753 0.0197  0.350
O 0.0574 1.6742 0.1679  -0.823
H 3.4512 4.5865 -0.4119  0.233
H 5.6272 0.2784 -0.2152  0.224
H 4.7308 -2.0131 0.1104  0.221
H 2.2676 -2.3182 0.3655  0.207
O -0.1567 -0.8155 2.4688  -0.688
N 0.8541 -0.7337 3.2874  0.064
C 0.8611 0.2927 4.0954  -0.159
C -0.1436 1.3215 4.0693  0.271
N -0.9197 2.1704 4.0835  -0.317
C 1.9314 0.3963 5.0449  0.286
N 2.7788 0.4992 5.8160  -0.334
C -2.8532 3.2757 1.0295  -0.408
N -2.8248 2.6362 -0.2691  -0.408
C -2.4369 3.3325 -1.4890  -0.224
C -1.9094 2.1917 -2.3750  -0.221
N -2.4623 1.0166 -1.7151  -0.609
C -2.7574 1.3144 -0.4343  0.362
S -2.9993 0.1840 0.8068  -0.319
H -2.9357 4.3501 0.8741  0.196
H -1.9393 3.0527 1.5843  0.241
H -3.7079 2.9281 1.6065  0.220
H -1.6706 4.0765 -1.2705  0.225
H -3.3042 3.8310 -1.9321  0.181
H -0.8168 2.1477 -2.3716  0.210
H -2.2634 2.2706 -3.4026  0.199
H -2.0521 0.0963 -1.8802  0.451
Cl 2.3430 -7.2028 -0.1641  -0.025
C 1.5821 -5.7298 -0.7128  -0.031
C 0.7034 -5.0680 0.1272  -0.237
C 0.1111 -3.8945 -0.3150  -0.207
C 0.3912 -3.3893 -1.5792  -0.087
C 1.2614 -4.0849 -2.4105  -0.174
C 1.8690 -5.2538 -1.9820  -0.252
C -0.2109 -2.0850 -2.0697  0.776
O -0.1739 -1.8232 -3.2643  -0.669
O -0.7695 -1.3627 -1.1706  -0.891
H 0.4934 -5.4621 1.1119  0.227
H -0.5777 -3.3611 0.3310  0.226
H 1.4583 -3.6821 -3.3940  0.239
H 2.5583 -5.7927 -2.6172  0.221